No. 1
{"formula": "C6H18BCl3NbO2", "method": "ωB97M-V/def2-TZVPD", "species": ["Nb", "Cl", "Cl", "Cl", "O", "O", "C", "C", "C", "C", "C", "C", "B", "H", "H", "H", "H", "H", "H", "H", "H", "H", "H", "H", "H", "H", "H", "H", "H", "H", "H"], "xyz": [[0.068358, 1.293226, -1.721865], [-0.777304, -5.535179, -0.342682], [0.654949, -3.254203, 0.746459], [-2.202684, -3.538978, 1.210978], [3.177921, 0.761313, 0.196164], [3.534585, -1.323908, -0.732532], [2.037818, 0.224451, -2.083373], [-0.668570, -4.375457, 0.992761], [-0.988542, 0.203132, 1.197684], [-1.629690, 2.640034, 1.768945], [-0.968687, -0.128352, -0.300194], [-2.061859, 1.199799, 1.612796], [2.924963, -0.090643, -0.862584], [-1.436825, 2.330000, -1.510233], [0.728899, 2.322539, -0.341248], [-0.855799, 2.717725, 2.528712], [-0.463681, -1.083347, -0.453507], [-1.242021, 3.048221, 0.842788], [0.346075, 2.660557, -2.924068], [-2.429645, 0.883426, 2.591127], [1.872069, -0.692133, -2.649441], [-2.002825, -0.271218, -0.604737], [-0.468770, -4.939436, 1.892320], [-0.763863, 0.412046, -3.126518], [3.556504, -1.740303, -1.597931], [-2.469762, 3.254763, 2.083445], [-0.012468, 0.559211, 1.522247], [2.602935, 0.904324, -2.727847], [-2.912260, 1.123866, 0.938311], [-1.198493, -0.723655, 1.732768], [4.048675, 1.158178, 0.121257]], "atomic_forces_ev_per_a": [[1.2, -1.8, 0.5], [0.0, 0.0, 0.0], [0.1, 0.0, 0.0], [0.0, 0.0, 0.0], [0.1, 0.6, 0.1], [0.5, -0.5, -0.1], [0.3, 0.2, 0.3], [0.0, 0.0, 0.0], [0.1, -0.1, -0.3], [0.1, 0.2, -0.2], [-0.8, 1.2, -0.3], [-0.2, -0.1, 0.4], [-0.2, -0.1, -0.1], [0.2, 0.1, 0.0], [-0.2, 0.5, -0.1], [0.2, 0.1, 0.1], [0.3, -0.1, -0.3], [0.1, 0.0, -0.1], [-0.7, 0.0, 0.2], [-0.2, -0.1, 0.1], [-0.3, -0.1, -0.3], [-0.2, -0.3, -0.1], [0.0, 0.0, 0.0], [-0.4, 0.3, -0.3], [-0.2, -0.2, 0.1], [-0.2, 0.1, 0.1], [0.2, 0.0, 0.2], [-0.1, 0.4, -0.1], [-0.1, 0.0, -0.2], [0.1, -0.2, 0.2], [0.0, -0.1, 0.3]], "mulliken_charge": [-0.91, -0.15, -0.02, -0.11, -0.66, -0.51, -1.08, -0.06, 0.07, -1.18, -0.98, -0.47, 0.70, 0.03, 0.04, 0.30, 0.31, 0.24, -0.01, 0.33, 0.30, 0.46, 0.33, -0.04, 0.30, 0.37, 0.20, 0.55, 0.27, 0.13, 0.25], "lumo_energy_ev": 2.52, "orbital_gap_ev": 7.0, "charge": -1, "homo_energy_ev": -4.5}



No. 2
{"formula": "C6H18BrO8P2", "method": "ωB97M-V/def2-TZVPD", "species": ["Br", "P", "P", "O", "O", "O", "O", "O", "O", "O", "O", "C", "C", "C", "C", "C", "C", "H", "H", "H", "H", "H", "H", "H", "H", "H", "H", "H", "H", "H", "H", "H", "H", "H", "H"], "xyz": [[2.155621, -1.043133, -2.824464], [-0.117464, 2.010900, -1.123064], [0.946444, -1.658006, 1.067267], [1.962665, -0.726207, 0.639445], [-0.219912, 3.609087, -1.290258], [0.502236, -1.407154, 2.585824], [1.227180, 1.580919, -0.844993], [-1.183388, 1.649541, 0.008995], [-0.431607, -1.662540, 0.312950], [1.412062, -3.196723, 1.055109], [-0.830791, 1.431085, -2.398994], [2.441080, -3.547509, 1.980930], [-0.578549, -2.361233, -0.940877], [-0.426712, -2.312271, 3.202612], [-0.197845, 1.664111, -3.664375], [-1.471665, 4.257589, -1.245958], [-0.985865, 2.214592, 1.283977], [-1.352582, 5.309961, -1.490353], [-1.996006, 4.074200, -0.307269], [-0.652234, 1.477942, 2.017143], [-1.426778, -1.891055, 3.101514], [2.772895, -2.723056, 2.607457], [-0.161698, -2.277946, 4.258853], [-1.283181, -3.185048, -0.800536], [-0.353700, -3.311449, 2.781943], [0.284187, 2.644456, -3.709582], [0.576974, 0.917505, -3.855371], [1.987170, -4.330247, 2.596822], [-1.907399, 2.690450, 1.631788], [-0.984581, 1.605744, -4.414664], [3.284157, -3.983311, 1.449696], [-0.222164, 2.999682, 1.330378], [-0.991407, -1.653760, -1.654941], [0.369685, -2.726648, -1.327421], [-2.146827, 3.859530, -2.019582]], "atomic_forces_ev_per_a": [[0.0, -0.3, -0.4], [0.1, -0.3, 0.1], [0.4, 0.2, -0.3], [0.4, 0.3, 0.5], [0.1, 0.3, 0.3], [-0.2, -0.3, 0.0], [0.7, 0.5, 0.1], [-0.5, 0.2, -0.5], [-0.1, -0.6, 0.2], [-0.3, 0.3, 0.0], [-0.5, 0.1, 0.3], [-0.4, -0.8, 0.0], [-0.3, 0.0, -0.3], [0.3, 1.0, 0.2], [0.4, -0.1, -0.5], [-0.9, -0.6, -0.8], [0.4, 0.5, 1.0], [0.2, 0.1, 0.4], [0.2, 0.4, 0.2], [-0.2, -0.3, -0.2], [-0.1, -0.3, -0.2], [0.0, 0.1, -0.1], [-0.1, -0.4, 0.0], [0.1, 0.0, 0.2], [-0.1, -0.1, 0.1], [-0.2, 0.1, 0.1], [-0.1, -0.2, 0.2], [0.3, 0.1, 0.2], [-0.1, -0.3, -0.1], [0.0, 0.0, 0.0], [0.0, 0.2, -0.1], [0.0, -0.1, -0.5], [0.1, 0.0, 0.0], [0.1, 0.2, 0.0], [0.2, -0.1, 0.0]], "mulliken_charge": [-0.88, 1.18, 1.22, -0.65, -0.34, -0.38, -0.59, -0.30, -0.22, -0.33, -0.26, -0.75, -0.64, -0.69, -0.57, -0.58, -0.80, 0.26, 0.20, 0.20, 0.21, 0.33, 0.25, 0.21, 0.35, 0.31, 0.10, 0.26, 0.29, 0.22, 0.27, 0.38, 0.15, 0.34, 0.25], "lumo_energy_ev": 2.85, "orbital_gap_ev": 6.0, "charge": -1, "relative_energy_kcal_mol": 7.8, "homo_energy_ev": -3.2}



No. 3
{"formula": "C6H18ClO6Zn", "method": "ωB97M-V/def2-TZVPD", "species": ["Zn", "Cl", "O", "O", "O", "O", "O", "O", "C", "C", "C", "C", "C", "C", "H", "H", "H", "H", "H", "H", "H", "H", "H", "H", "H", "H", "H", "H", "H", "H", "H", "H"], "xyz": [[-0.293522, 0.901206, -0.254621], [0.640818, 2.496676, -1.677881], [-0.121892, 1.739656, 1.568119], [-0.924892, -0.937684, 0.752309], [4.272798, -1.169184, 0.572239], [-2.180462, 1.458406, -0.127371], [1.460788, -0.003024, -0.123361], [-0.831132, -0.441764, -1.813141], [-1.357172, -2.010244, -0.121251], [3.569748, -1.382874, -0.584281], [2.110498, -1.265904, -0.364851], [-1.318222, 2.309946, 2.014519], [-1.731462, -1.524814, -1.520091], [-2.334322, 2.564126, 0.801699], [1.696178, -1.552244, -1.331521], [-2.741392, -1.119984, -1.585321], [-0.627662, -2.804314, -0.280481], [-2.240762, 3.543276, 0.332009], [3.839888, -2.380524, -0.930421], [4.091138, -0.727104, -1.281571], [0.632098, 2.136436, 2.010459], [1.787598, -2.096434, 0.262879], [-1.078032, -1.083604, 1.688719], [-1.929032, 1.616096, 2.592089], [-1.684802, -2.400524, -2.167441], [2.144828, 0.541876, 0.272579], [-0.267762, -0.755364, -2.524391], [4.917118, -0.498414, 0.334489], [-2.907732, 1.674616, -0.715531], [-1.084602, 3.200556, 2.597909], [-3.321032, 2.514746, 1.262179], [-2.187622, -2.543604, 0.341329]], "atomic_forces_ev_per_a": [[0.7, 0.3, -1.1], [-0.2, -0.1, 0.2], [-0.2, -0.5, -0.1], [0.0, -0.6, -2.1], [1.3, 0.7, 2.2], [-1.6, 1.5, 0.9], [2.8, -1.3, 0.7], [-0.4, -1.1, -1.1], [-0.7, -0.6, 0.6], [1.2, 0.3, -0.8], [-1.9, -1.1, -2.3], [-2.4, 0.6, -1.1], [-0.4, 0.6, 1.6], [1.4, 0.2, 2.1], [-0.2, -0.2, -0.3], [0.0, 0.0, 0.2], [0.7, 0.3, 0.4], [0.4, -0.2, -0.3], [-0.7, -0.4, -0.2], [-1.2, 0.3, -1.0], [0.7, 0.2, 0.3], [-0.1, 0.6, 0.8], [-0.3, -0.3, 0.8], [0.7, -0.3, 0.6], [0.4, 0.3, -0.4], [0.0, 0.7, 0.3], [0.4, 0.6, -0.2], [0.2, -0.1, 0.8], [0.0, -0.7, -1.1], [-0.3, 0.1, -0.1], [-0.2, -0.1, -0.1], [-0.3, 0.2, 0.0]], "mulliken_spin": [3.72, -0.01, -1.82, -1.45, -0.04, -1.03, -0.41, -0.66, 0.17, 0.08, 0.30, 0.21, 0.30, -0.01, 0.00, 0.04, -0.04, -0.03, 0.01, -0.01, 0.40, 0.06, 0.56, -0.05, 0.00, 0.08, 0.14, 0.00, 0.22, 0.25, 0.05, -0.02], "s_squared": 0.750, "lumo_energy_ev": [0.03, -0.01], "orbital_gap_ev": [2.7, 9.2], "homo_energy_ev": [-2.7, -9.2], "spin_multiplicity": 2}



No. 4
{"formula": "C6H18N", "method": "ωB97M-V/def2-TZVPD", "species": ["N", "C", "C", "C", "C", "C", "C", "H", "H", "H", "H", "H", "H", "H", "H", "H", "H", "H", "H", "H", "H", "H", "H", "H", "H"], "xyz": [[0.711345, 1.966063, -0.074748], [0.199704, 2.457196, 1.283111], [-0.496366, -1.850563, -2.328048], [1.081492, -1.411199, -0.427155], [-0.280595, -1.074961, -1.027682], [-1.440870, -1.320763, -0.041082], [0.074131, 1.316545, 2.250942], [-0.890447, 0.821500, 2.169147], [0.921971, 0.647365, 2.309063], [1.111356, -1.898866, 0.553909], [-0.605141, -2.905201, -2.085456], [1.640861, -2.226349, -0.906733], [-1.806065, -0.394408, 0.407151], [-0.765081, 2.841056, 1.021277], [1.833417, -0.656371, -0.160389], [0.013961, 1.694786, 3.273555], [-0.020977, 1.317184, -0.388529], [-2.297025, -1.854292, -0.453448], [0.427141, -1.821873, -2.910020], [-1.303699, -1.421458, -2.907565], [-1.122359, -1.897999, 0.820465], [1.657567, 1.590815, -0.069153], [-0.219322, 0.001694, -1.167521], [0.798640, 2.751270, -0.732201], [0.776361, 3.328830, 1.591108]], "atomic_forces_ev_per_a": [[-0.1, 1.4, 0.4], [0.3, 0.2, -0.5], [1.1, 0.6, 0.2], [1.6, -1.6, 1.5], [0.1, -0.4, 0.8], [0.0, 0.1, 0.6], [-0.3, 0.4, 1.3], [0.3, -0.5, -0.5], [0.1, -0.3, -0.5], [-1.2, 0.1, 0.3], [-0.5, 0.0, 0.0], [-0.2, 0.6, -0.8], [-0.2, 0.1, -0.2], [-0.7, 0.3, 0.1], [-0.3, 0.6, -0.9], [0.1, 0.4, -0.1], [0.8, -0.2, -0.4], [0.1, 0.2, -0.3], [-0.1, 0.2, -0.2], [-0.3, -0.3, -0.1], [0.2, -0.3, 0.0], [-0.2, -0.8, 0.3], [-0.4, 0.0, -1.0], [-0.5, -0.2, 0.1], [0.4, -0.4, 0.1]], "mulliken_charge": [-0.17, -0.45, -1.74, -1.24, 1.30, -1.17, -0.93, 0.28, 0.30, 0.31, 0.41, 0.36, 0.19, 0.35, 0.22, 0.35, 0.04, 0.41, 0.44, 0.40, 0.31, 0.36, -0.13, 0.38, 0.41], "lumo_energy_ev": -3.55, "orbital_gap_ev": 11.2, "charge": 1, "relative_energy_kcal_mol": 21.9, "homo_energy_ev": -14.7}